Formula: C24H31FN3O4S2SiTi
Source: the Open Molecules 2025 dataset
Level of theory: the ωB97M-V functional and the def2-TZVPD basis

Calculated values
**2S+1**: 3
**Maximum force**: 2.0 eV Å⁻¹
**Molecular weight**: 584.61 u
**HOMO-LUMO gap (alpha / beta)**: 4.51 / 6.09 eV
**E_LUMO (alpha / beta)**: 2.1 / 2.1 eV
**Charge**: -1
**<S²>**: 2.02
**Energy relative to the best compared isomer or geometry (same formula, charge and spin)**: 89.5 kJ/mol

CARTESIAN COORDINATES (ANGSTROEM)
Ti 0.26850 0.26033 0.49985
O -0.29145 4.66240 0.74965
C -1.62759 4.72183 0.57683
C -2.22098 5.98728 0.59358
C -3.58491 6.12686 0.41538
C -4.38276 5.00496 0.21521
C -3.79398 3.75396 0.20616
C -2.42247 3.58104 0.39003
C -1.84508 2.21549 0.39559
O -0.52273 2.13067 0.33548
N -2.59400 1.17573 0.48739
N -1.81370 0.00325 0.60397
C -2.56712 -1.08602 0.30199
S -2.62911 -2.41537 1.47404
C -3.70846 -3.47415 0.46845
C -3.97532 -2.80042 -0.89016
S -4.00658 -1.01008 -0.67686
H -0.05617 3.70439 0.64146
H -1.57724 6.84169 0.75062
H -4.02665 7.11652 0.43097
H -5.45085 5.10487 0.07086
H -4.39232 2.86283 0.06531
H -4.64304 -3.62990 1.00793
H -3.23280 -4.44302 0.30621
H -4.93343 -3.12435 -1.29777
H -3.18331 -3.07197 -1.59053
O 3.24724 1.67786 -2.11221
C 2.42115 0.75118 -1.68929
O 1.81907 0.80831 -0.64092
C 2.20312 -0.42043 -2.62509
N 3.30318 -0.48630 -3.59749
C 2.72475 -0.85505 -4.89408
C 1.43455 -0.04961 -4.89846
C 0.91853 -0.23379 -3.46969
H 2.10251 -1.30873 -1.99727
H 4.03271 -1.11948 -3.29371
H 3.64269 1.29585 -2.93374
H 2.50061 -1.92822 -4.94666
H 3.40527 -0.60389 -5.70701
H 0.72251 -0.38987 -5.64720
H 1.66187 0.99995 -5.09348
H 0.31102 -1.13216 -3.37749
H 0.30678 0.60146 -3.12652
C 0.83924 -3.06342 2.34112
Si 1.00443 -2.41558 0.55823
C 0.24481 -3.78880 -0.53911
C 2.90009 -2.72143 0.28879
H 0.89556 -4.15834 2.35822
H -0.07591 -2.76262 2.84510
H 1.67672 -2.66839 2.92380
H 0.81593 -4.71927 -0.44334
H 0.23612 -3.50648 -1.59616
H -0.78642 -3.98915 -0.24559
H 3.16682 -3.65161 0.80393
H 3.52619 -1.92872 0.70340
H 3.17917 -2.85384 -0.76250
F 2.63421 0.28795 6.32138
C 2.12725 0.35209 5.05519
C 0.75672 0.33963 4.88470
C 0.25639 0.39983 3.59105
C 1.08419 0.47501 2.46018
C 2.45892 0.49134 2.71028
C 2.99966 0.42956 3.99410
H 0.10919 0.27626 5.74942
H -0.82296 0.38042 3.45972
H 3.16299 0.55113 1.88111
H 4.06666 0.43851 4.17564